No. 1
Molecular formula: C17H18MoN2O7SSe2
Method: DFT, ωB97M-V with the def2-TZVPD basis set

Summary:
- electronic energy (Ha) = -6563.72886
- multiplicity = 2
- total charge = +1
- HOMO-LUMO gap (alpha / beta) (eV) = 6.00 / 6.70
- <S²> = 0.930

XYZ file:
```
48
Properties=species:S:1:pos:R:3:forces:R:3
Mo -0.88611 0.33069 0.17084 0.1 0.8 -0.6
O 4.40628 0.07498 -1.20085 0.0 0.1 0.1
C 4.27923 1.36246 -0.61058 0.1 -0.4 -0.1
C 2.81499 1.56826 -0.19185 -0.3 0.0 -0.1
C 2.77028 3.03152 0.24279 0.1 0.1 0.1
O 1.57799 3.37202 0.92863 0.0 -0.1 0.0
C 2.54737 0.57563 0.93650 0.2 0.0 0.2
Se 0.83174 0.50485 1.88164 -0.3 0.2 -0.4
C 1.96611 1.23998 -1.42819 0.1 0.1 0.0
Se 0.10533 1.82292 -1.48988 -0.3 -0.4 0.4
H 5.31541 -0.04588 -1.49216 0.0 0.0 0.0
H 4.56368 2.14773 -1.31830 0.0 0.0 0.0
H 4.92202 1.44634 0.27108 0.0 0.0 0.0
H 2.89789 3.64990 -0.65347 0.0 0.0 0.0
H 3.63216 3.20428 0.89897 0.0 0.1 0.0
H 1.67168 4.27837 1.24175 -0.1 -0.1 0.0
H 3.27182 0.72813 1.73776 0.0 0.0 0.0
H 2.68436 -0.43518 0.55474 0.1 0.0 0.0
H 1.93459 0.16246 -1.57567 0.1 0.0 0.0
H 2.42586 1.67670 -2.31453 0.0 0.0 0.0
O -1.84694 -1.17942 1.36231 -0.4 0.1 0.4
C -1.74885 -2.40534 1.38966 0.1 -0.2 -0.1
C -0.88221 -3.17558 0.53330 -0.3 -0.1 0.5
C -0.77809 -4.55460 0.73698 0.0 0.0 0.0
C 0.05730 -5.26253 -0.08208 0.3 -0.3 0.3
C 0.76886 -4.66346 -1.11529 0.1 0.2 -0.1
C 0.65384 -3.30437 -1.33409 0.1 -0.4 -0.1
C -0.16293 -2.56016 -0.49441 0.1 1.1 -0.2
O -0.24753 -1.23513 -0.67899 0.2 -1.2 -0.4
N 0.21710 -6.72146 0.14394 -0.8 0.1 -0.9
O -0.53283 -7.23764 0.94041 0.2 0.0 0.4
O 0.98649 -7.30431 -0.58475 0.4 0.0 0.2
H -2.37314 -2.94749 2.10971 0.1 0.0 0.0
H -1.33128 -5.06027 1.51816 0.0 0.0 0.0
H 1.40609 -5.27685 -1.73741 0.0 0.0 0.0
H 1.18518 -2.81259 -2.13631 0.0 0.0 0.0
O -1.95018 1.70463 1.03248 0.0 0.5 0.8
N -3.06248 2.32985 0.62856 0.3 -0.3 0.0
C -3.40795 3.44774 1.31663 -0.1 -0.2 -0.2
C -4.52434 4.12264 0.94065 -0.1 0.1 0.0
C -5.27672 3.63521 -0.14338 -0.1 0.1 0.1
C -4.88942 2.50945 -0.81342 0.1 -0.2 -0.1
C -3.72265 1.81485 -0.43305 -0.2 0.3 0.2
S -3.09454 0.42990 -1.18437 0.5 -0.1 -0.1
H -2.74417 3.70946 2.12468 0.0 0.0 0.0
H -4.80847 5.01582 1.47599 0.0 0.0 0.0
H -6.16999 4.16063 -0.45415 0.0 0.0 0.0
H -5.45286 2.12490 -1.65095 0.0 0.0 0.0
```
Positions in Å, forces in eV/Å.

=====

No. 2
Molecular formula: C17H18N4O
Method: DFT, ωB97M-V with the def2-TZVPD basis set

Summary:
- electronic energy (Ha) = -952.84718
- SMILES string = CNCc1cncc(OCc2ccc3ccc(N)nc3c2)c1
- HOMO-LUMO gap (eV) = 8.33

XYZ file:
```
40
Properties=species:S:1:pos:R:3:forces:R:3
C -2.61367 -0.00952 -2.14019 1.0 1.7 0.5
N -3.28921 1.13209 -1.47333 -0.7 -0.5 -0.2
C -2.88389 1.49855 -0.10829 1.4 -0.4 -0.7
C -2.82859 0.33285 0.83705 -0.7 -1.2 0.6
C -4.02677 -0.32832 1.19167 1.5 -1.1 0.5
N -4.04220 -1.34378 2.10018 0.2 1.0 -0.4
C -2.89461 -1.71291 2.67551 0.2 0.7 -0.3
C -1.63754 -1.17280 2.32586 -1.8 0.1 -0.3
O -0.52152 -1.65720 2.91829 0.7 -0.7 0.1
C 0.34625 -2.32004 1.98202 1.2 0.3 -0.1
C 1.29824 -1.32156 1.33839 0.2 0.2 -2.8
C 2.27437 -0.67120 2.09083 0.9 0.9 0.6
C 3.11746 0.27887 1.53301 -0.6 -0.9 0.4
C 3.04855 0.59853 0.16223 0.2 -0.1 1.4
C 3.91708 1.56603 -0.35630 -0.4 0.2 -2.2
C 3.81450 1.79056 -1.74398 2.2 1.6 1.9
C 2.88347 1.10695 -2.49241 -1.9 -2.5 0.4
N 2.72605 1.22668 -3.84860 0.1 1.3 0.1
N 2.04851 0.20551 -1.96364 0.0 0.3 -0.6
C 2.11648 -0.07412 -0.65561 0.4 0.5 0.3
C 1.27364 -1.03147 -0.06379 -0.5 -0.8 2.2
C -1.62959 -0.14402 1.40126 -0.5 0.9 -0.3
H -2.93540 -0.94668 -1.72709 0.0 -0.4 0.3
H -1.50701 0.11915 -2.06396 -0.4 -0.5 0.1
H -2.82774 -0.01410 -3.20587 -0.3 0.1 0.0
H -3.24922 1.95102 -2.06567 0.0 -0.1 0.1
H -3.57257 2.22375 0.30729 -0.2 0.3 -0.2
H -1.86865 1.95035 -0.14157 -0.3 0.0 0.3
H -4.95517 -0.10524 0.67928 -0.1 0.1 0.2
H -2.94301 -2.39705 3.51385 -0.1 -0.3 -0.2
H -0.21891 -2.82386 1.21145 -0.4 -0.1 -0.2
H 0.94171 -3.10540 2.49875 -0.5 0.7 0.1
H 2.38308 -0.89167 3.14968 -0.1 0.0 -0.1
H 3.87654 0.75782 2.14191 -0.1 0.0 0.0
H 4.57979 2.09349 0.34604 -0.2 -0.2 -0.8
H 4.47302 2.51151 -2.26266 -0.4 -0.4 0.5
H 3.55159 1.16072 -4.39311 0.5 0.1 -0.6
H 1.92481 0.72938 -4.16690 -0.2 -0.5 -0.3
H 0.56166 -1.53989 -0.69173 -0.2 -0.1 -0.2
H -0.71153 0.37701 1.16014 0.1 -0.1 0.0
```
Positions in Å, forces in eV/Å.

=====

No. 3
Molecular formula: C17H18N4O4S2
Method: DFT, ωB97M-V with the def2-TZVPD basis set

Summary:
- electronic energy (Ha) = -1974.96658
- SMILES string = CN(C(=O)CSc1nnc(-c2c[nH]c3ccccc23)o1)[C@H]1CCS(=O)(=O)C1
- HOMO-LUMO gap (eV) = 8.41

XYZ file:
```
45
Properties=species:S:1:pos:R:3:forces:R:3
C 0.85632 0.56323 -2.59140 -0.2 0.2 -0.1
N 1.66621 0.60524 -1.39310 0.2 -0.2 0.0
C 1.92032 1.75666 -0.72087 0.1 -0.1 -0.2
O 2.60557 1.79089 0.27947 0.2 0.1 0.2
C 1.28609 3.01475 -1.30168 0.0 0.5 0.7
S 1.41740 4.38926 -0.10599 0.0 0.1 -0.6
C 0.64382 3.61773 1.22949 0.0 0.1 0.4
N 0.65899 3.98348 2.46996 0.9 0.8 -1.2
N -0.07894 3.08427 3.14642 -1.1 -1.3 0.4
C -0.51547 2.21111 2.29054 0.4 0.7 0.6
C -1.31358 1.05447 2.54927 -0.3 -0.5 0.2
C -1.61771 0.54557 3.78922 0.3 0.4 -0.4
N -2.37273 -0.57447 3.65148 -0.2 -0.2 0.3
C -2.58688 -0.82118 2.32274 0.1 0.1 -0.6
C -3.29703 -1.83589 1.69448 0.0 -0.1 0.0
C -3.35787 -1.81510 0.31732 -0.1 -0.1 0.1
C -2.73501 -0.80641 -0.42242 0.0 0.1 -0.1
C -2.02227 0.19807 0.19466 -0.1 0.0 -0.1
C -1.93347 0.19400 1.58513 -0.2 -0.2 0.3
O -0.09862 2.50265 1.02490 -0.2 -0.1 0.3
C 2.21755 -0.61340 -0.81617 0.2 0.3 0.7
C 1.15978 -1.44593 -0.05696 0.1 0.3 0.3
C 0.36658 -2.29091 -1.02758 0.6 -0.1 -0.4
S 1.59703 -2.74254 -2.30084 -0.1 -0.1 -0.1
O 1.08111 -2.44248 -3.61272 -0.1 0.2 -0.2
O 2.08940 -4.07081 -2.07918 0.2 -0.2 0.4
C 2.88087 -1.51879 -1.83473 -0.6 -0.4 -0.1
H 0.94215 -0.40736 -3.07295 0.0 0.2 0.0
H -0.19879 0.73952 -2.36436 -0.1 0.0 -0.1
H 1.18818 1.32088 -3.30283 -0.1 -0.1 -0.1
H 1.82958 3.34604 -2.18640 -0.1 0.0 -0.1
H 0.23611 2.86869 -1.55141 0.1 -0.1 -0.1
H -1.32761 0.92766 4.74719 0.0 0.0 0.2
H -2.72792 -1.13157 4.41064 0.1 0.1 -0.1
H -3.79026 -2.60723 2.26633 -0.1 -0.1 0.0
H -3.90516 -2.58565 -0.20364 -0.1 -0.1 0.0
H -2.83042 -0.81577 -1.49864 0.0 0.0 -0.1
H -1.55222 0.98460 -0.37557 0.0 0.1 -0.1
H 2.95266 -0.25326 -0.08526 -0.2 -0.2 -0.3
H 0.51334 -0.78037 0.51688 0.0 -0.1 0.0
H 1.68699 -2.09515 0.64350 0.0 0.0 0.1
H -0.43578 -1.74882 -1.51545 0.0 0.0 -0.1
H -0.01326 -3.20597 -0.58783 0.0 -0.1 -0.1
H 3.69425 -2.08732 -1.39582 0.0 -0.1 0.0
H 3.22071 -1.00239 -2.72586 0.0 0.0 -0.1
```
Positions in Å, forces in eV/Å.

=====

No. 4
Molecular formula: C17H18N4O5S2
Method: DFT, ωB97M-V with the def2-TZVPD basis set

Summary:
- electronic energy (Ha) = -2050.19530
- HOMO-LUMO gap (eV) = 6.87

XYZ file:
```
46
Properties=species:S:1:pos:R:3:forces:R:3
C 2.17642 4.80108 0.41632 0.0 0.2 0.0
H 3.12181 5.29923 0.20689 -0.1 0.0 0.0
O 2.51334 3.48055 0.76199 0.0 -0.4 0.1
C 1.49931 2.60802 1.02058 0.0 0.0 0.0
C 0.15337 2.92422 1.02525 0.4 0.0 0.0
C -0.81480 1.95453 1.25135 -0.2 -0.2 0.1
C -0.43342 0.64070 1.45977 0.0 0.6 0.0
C 0.92572 0.31786 1.52025 0.2 0.1 0.0
C 1.89159 1.27846 1.30065 0.0 0.2 0.0
O 3.23188 1.04490 1.30904 -0.2 0.3 -0.1
C 3.68047 -0.23327 1.69085 0.1 -0.2 0.1
H 4.76758 -0.18330 1.65344 -0.1 -0.1 0.0
H 3.32600 -1.01041 1.00659 0.0 0.0 0.0
H 3.36265 -0.48091 2.70858 0.0 0.0 0.0
H 1.19932 -0.70795 1.70706 0.1 -0.1 0.0
N -1.33936 -0.42336 1.58350 0.2 -0.3 0.3
C -2.63360 -0.43196 1.18555 -0.4 -0.3 0.2
O -3.26123 0.56034 0.86179 -0.2 0.0 0.3
C -3.30849 -1.79783 1.20633 0.1 -0.1 -0.2
H -3.73533 -1.94470 2.20174 -0.1 0.0 0.0
H -4.13689 -1.73182 0.49897 0.0 0.1 0.1
C -2.42583 -3.00582 0.86995 -0.1 0.1 0.6
N -1.66015 -2.84215 -0.34002 1.2 -0.2 -0.2
S -0.01676 -2.87951 -0.37474 -0.5 -0.4 -0.4
O 0.41124 -2.80733 1.00142 -0.1 0.0 0.1
O 0.45060 -3.98162 -1.16340 0.0 0.3 -0.1
C 0.52311 -1.37018 -1.17175 0.1 -0.9 0.3
C 1.86454 -1.20596 -1.38840 -0.4 -0.4 0.1
C 2.38937 0.01789 -1.84300 -0.1 0.5 -0.1
C 1.58233 1.10472 -2.05707 0.5 -0.1 0.0
C 0.20226 0.96113 -1.85624 -0.9 -0.6 0.3
N -0.75981 1.88041 -1.99576 -0.1 0.7 -0.3
S -2.16958 1.22165 -1.62236 1.4 -0.4 -0.4
N -1.66919 -0.26786 -1.31877 -0.6 -0.1 -0.1
C -0.34038 -0.30598 -1.43519 -0.6 1.2 -0.4
H 1.98161 2.05788 -2.36262 0.1 0.1 0.0
H 3.45417 0.10353 -1.99261 0.1 0.0 0.0
H 2.51728 -2.04235 -1.19062 0.2 -0.1 0.0
H -2.13673 -2.93014 -1.21725 0.1 0.0 -0.3
H -1.69735 -3.19596 1.66087 -0.2 -0.1 0.1
H -3.06578 -3.89317 0.79198 0.2 0.1 0.0
H -0.87904 -1.31637 1.72165 -0.2 0.1 0.0
H -1.85611 2.22605 1.24514 0.0 0.0 0.0
H -0.17105 3.93512 0.84184 0.0 0.1 0.0
H 1.54155 4.83359 -0.47539 0.0 0.0 0.0
H 1.67176 5.31816 1.23925 0.0 0.0 0.0
```
Positions in Å, forces in eV/Å.

=====

What is the electronic energy in the third record?
-1974.96658 Ha